19
Properties=species:S:1:pos:R:3:nbo_charge:R:1 method="wB97M-V/def2-TZVPD" total_energy_ev=-10937.999 e_lumo_ev=4.05 orbital_gap_ev=8.008 total_charge=-1 largest_force_ev_per_a=4.805
O 1.9808 -1.5044 -1.2614 -1.023
O 0.3577 -0.7267 0.5642 -0.960
O -0.2609 -2.5435 2.2736 -1.027
N 0.6527 1.9620 -0.5382 -0.865
C -0.4823 1.1086 -0.7386 -0.056
C -1.7693 2.0858 -1.0302 -0.634
C -0.7187 0.1457 0.6166 -0.029
H 1.1544 1.8347 0.3138 0.366
H 1.4572 1.7052 -1.2852 0.343
H -2.4984 1.4743 -1.7153 0.175
H -2.4491 2.1773 -0.0903 0.191
H -1.5001 2.9752 -1.5313 0.199
H -1.7049 -0.2370 0.6583 0.117
H -1.1230 -2.7961 1.9603 0.438
H -0.6792 0.7303 1.5028 0.117
H 1.4674 -1.0776 -0.4839 0.523
H -0.3496 0.4464 -1.5783 0.184
H 2.8297 -1.0397 -1.3708 0.433
H 0.0276 -1.7712 1.6884 0.508



22
Properties=species:S:1:pos:R:3:nbo_charge:R:1 method="wB97M-V/def2-TZVPD" total_energy_ev=-8968.285 e_lumo_ev=-3.66 orbital_gap_ev=8.607 smiles="C=C(/C=C/C)CC[NH3+]" total_charge=+1 largest_force_ev_per_a=1.607
N 0.4192 2.3802 -0.8638 -0.679
C 0.4759 -0.7942 -0.4750 -0.056
C -0.3831 0.1011 -1.3784 -0.482
C 1.4286 -1.5217 -1.0657 -0.355
C -1.0222 -0.9940 1.4685 -0.125
C 0.2093 -0.8840 0.9690 -0.278
C 0.4073 1.2673 -1.9225 -0.198
C -1.2559 -1.1352 2.9344 -0.655
H -0.4986 2.7691 -0.6453 0.449
H -1.7147 -0.2313 3.3421 0.226
H -1.2666 0.3638 -0.7889 0.227
H -0.3270 -1.1950 3.5126 0.217
H -0.8012 -0.4655 -2.2133 0.262
H 1.1481 3.0344 -1.1329 0.446
H 1.0538 -0.8722 1.6471 0.224
H -1.9211 -0.8020 0.8907 0.195
H -1.7969 -2.0297 3.2423 0.241
H 1.5511 -1.5887 -2.1422 0.202
H 1.4375 0.9738 -2.1000 0.243
H 0.7450 2.0117 0.0396 0.443
H -0.0338 1.7320 -2.8008 0.232
H 2.1450 -2.1199 -0.5177 0.219



17
Properties=species:S:1:pos:R:3:mulliken_charge:R:1 method="wB97M-V/def2-TZVPD" total_energy_ev=-5179.349 e_lumo_ev=2.08 orbital_gap_ev=7.965 total_charge=-1 largest_force_ev_per_a=0.902
Cs 1.4617 -0.5805 1.0523 0.920
O -0.6206 -0.7931 -1.6146 -0.506
C -1.0625 -0.4546 -2.9058 -0.561
B 0.7438 2.0542 -0.8609 -0.108
B 0.0188 -1.4458 3.7322 0.175
H 0.5680 2.9041 -1.7014 -0.224
H -0.5499 -1.6165 4.7891 -0.231
H -0.2458 -0.5035 -3.6352 0.233
H 1.4197 2.4763 0.0448 -0.236
H -0.1223 -0.0366 -1.2613 0.175
H 1.3325 1.0911 -1.2682 -0.198
H 1.1790 -1.2037 3.9363 -0.282
H 0.0022 -2.4590 3.0802 -0.253
H -0.3188 1.7084 -0.4090 -0.087
H -0.5014 -0.5301 3.1590 -0.305
H -1.8303 -1.1677 -3.2034 0.237
H -1.4741 0.5569 -2.9341 0.251



21
Properties=species:S:1:pos:R:3:lowdin_spin:R:1 method="wB97M-V/def2-TZVPD" total_energy_ev=-80594.058 e_lumo_ev="-1.68 / -2.96" multiplicity=5 orbital_gap_ev="5.467 / 4.190" total_charge=-2 largest_force_ev_per_a=4.907
Fe -0.0512 -0.0101 0.0794 3.971
F -3.4680 1.2836 0.9230 0.001
F -3.9200 2.5650 2.7313 0.001
F 3.5288 -0.6554 -0.5882 0.002
F -0.7569 1.1379 -3.1433 0.003
F -0.6352 -1.0015 -3.3509 0.004
F 0.7950 -4.2260 3.0464 0.001
F -3.5400 3.4537 0.6956 0.000
F 4.7589 0.9411 -1.7474 0.000
F -0.0414 0.3821 -5.1039 0.000
F -2.1764 0.1312 -4.4278 0.000
F 3.2377 1.4303 -0.1122 0.004
F 5.0869 0.4030 0.4862 0.000
F -1.0008 -3.0950 3.9590 0.000
F 0.6177 -1.9403 2.9894 0.002
F -0.6175 -3.2181 1.7496 0.004
F -1.8659 2.4486 1.8130 0.004
B -0.0524 -3.1245 2.9998 0.000
B -3.2006 2.4101 1.5584 0.000
B -0.8813 0.1706 -4.0361 0.000
B 4.1827 0.5137 -0.5213 0.000



21
Properties=species:S:1:pos:R:3:nbo_charge:R:1 method="wB97M-V/def2-TZVPD" total_energy_ev=-80559.856 e_lumo_ev=0.70 orbital_gap_ev=10.293 smiles="C=CC(=O)C(C)C.C#CBr" total_charge=0 largest_force_ev_per_a=4.668
Br -2.5916 0.5745 -3.9742 0.227
O -1.3936 1.6463 -1.7307 -0.556
C -1.8902 0.6849 0.4158 -0.311
C -1.0689 -1.9010 -3.4300 -0.268
C 1.1046 0.6236 -1.9256 -0.593
C -1.0227 0.9407 -0.8328 0.584
C 0.1225 -1.2436 -0.6314 -0.586
C 0.2647 0.3011 -0.7272 -0.329
C -3.1872 0.5511 0.2044 -0.311
C -1.5835 -0.8676 -3.5915 -0.175
H -3.6729 0.7830 -0.7490 0.205
H -0.5744 -1.6848 -1.3298 0.225
H 1.4047 1.6804 -1.7716 0.210
H 1.1218 -1.5658 -0.7286 0.204
H -3.8902 0.3390 0.9072 0.187
H 1.8736 -0.0756 -1.8822 0.198
H -0.3184 -2.5615 -3.2381 0.230
H -0.2589 -1.3641 0.3306 0.204
H 0.7755 0.5723 0.1389 0.218
H 0.4669 0.5805 -2.7819 0.226
H -1.3832 0.4576 1.3645 0.211



43
Properties=species:S:1:pos:R:3:nbo_charge:R:1 method="wB97M-V/def2-TZVPD" total_energy_ev=-64823.393 e_lumo_ev=0.28 orbital_gap_ev=10.266 smiles="CC(=O)OCCO[C@H]([C@@H](NC(F)(F)F)[PH2]=O)S(=O)(=O)C(F)(F)F.NC(N)=O" total_charge=0 largest_force_ev_per_a=2.911
S 3.2234 0.7155 -1.0008 2.020
P 1.4058 -2.0375 0.4147 1.470
F -0.9311 1.2820 1.5166 -0.299
F 2.8615 2.9336 0.2971 -0.292
F 3.0420 3.2495 -1.8243 -0.292
F -2.6442 0.3247 0.6774 -0.338
F 4.7409 2.7396 -0.7097 -0.289
F -1.4290 -0.7443 2.0585 -0.322
O -1.4081 3.5949 -2.2412 -0.542
O -0.9891 -4.6854 1.1015 -0.690
O -0.5433 4.8212 -0.6215 -0.523
O 0.8239 1.5608 -1.5182 -0.539
O 3.9874 0.2658 -2.1221 -0.911
O 2.3353 -2.1473 1.5546 -1.070
O 3.7116 0.1315 0.2088 -0.910
N -2.0423 -5.1420 3.0554 -0.843
N 0.0968 -5.8967 2.6776 -0.838
N -0.6518 -0.3168 -0.0578 -0.681
C -0.9782 -5.2082 2.2065 0.779
C -1.4371 2.1710 -2.0632 -0.102
C 0.8103 -0.2738 0.0871 -0.423
C -0.1409 1.5181 -2.5828 -0.087
C 1.4307 0.3375 -1.2221 -0.104
C -2.7362 4.1772 -0.1742 -0.739
C -1.3580 0.1345 1.0581 1.082
C -1.4665 4.2298 -1.0181 0.805
C 3.4562 2.5624 -0.7983 0.780
H -2.8514 -4.6404 2.7380 0.409
H 0.2358 -2.7719 0.7601 -0.029
H -2.5954 4.7713 0.7274 0.243
H 0.2168 2.1405 -3.4156 0.211
H -0.3222 0.5105 -2.9713 0.184
H -2.0553 -5.5620 3.9653 0.390
H 0.8990 -5.9622 2.0774 0.412
H -2.3161 1.6824 -2.5027 0.191
H -3.0047 3.1529 0.1098 0.234
H 1.4010 -0.3999 -2.0361 0.219
H -3.5748 4.6003 -0.7427 0.236
H 1.1752 0.3382 0.9169 0.284
H -0.9856 -1.2206 -0.3745 0.405
H 1.9239 -2.5716 -0.8011 -0.083
H -1.4439 1.9664 -0.9904 0.199
H 0.1275 -6.3315 3.5800 0.390